## 1
DFT (ωB97M-V with the def2-TZVPD basis set) results for the molecule C4H6N2O2.

Summary:
Lowest unoccupied orbital energy = 0.0137 hartree
SMILES = C=CC(=O)/N=C(/N)O
Highest occupied orbital energy = -0.3466 Ha

Each line ends with the Löwdin charge.
Element x y z (Å)
C  2.223  -0.465  0.298  0.015
C  1.207  0.019  1.023  -0.088
C  -0.121  -0.780  1.234  -0.514
O  -0.530  -0.991  2.359  0.084
N  -0.751  -0.977  0.057  0.181
C  -1.106  0.155  -0.493  -0.514
N  -1.438  0.239  -1.800  0.157
O  -1.442  1.272  0.166  0.100
H  3.230  -0.081  0.421  0.053
H  2.075  -1.270  -0.416  0.060
H  1.351  0.817  1.742  0.101
H  -1.212  1.116  -2.251  0.114
H  -1.125  -0.571  -2.325  0.113
H  -2.361  1.516  -0.015  0.137


## 2
DFT (ωB97M-V with the def2-TZVPD basis set) results for the molecule C4H6N2O2.

Summary:
Lowest unoccupied orbital energy = 0.0211 hartree
SMILES = O[C@H]1C=NN=COC1
Highest occupied orbital energy = -0.3665 Ha

Each line ends with the Löwdin charge.
Element x y z (Å)
O  -1.133  -0.286  1.383  -0.079
C  -0.987  -0.397  -0.058  -0.328
C  -1.081  1.012  -0.701  -0.051
N  -0.065  1.835  -0.526  0.062
N  0.771  1.513  0.625  0.019
C  1.556  0.511  0.535  -0.230
O  1.526  -0.454  -0.440  -0.091
C  0.288  -1.211  -0.516  -0.089
H  -0.336  0.380  1.627  0.123
H  -1.729  -0.938  -0.488  0.091
H  -1.867  1.338  -1.430  0.123
H  2.428  0.302  1.221  0.155
H  0.370  -2.058  0.321  0.170
H  0.258  -1.547  -1.553  0.126


Tell me which of them is the most stable. Sure, it is 1.


## 1
DFT (ωB97M-V with the def2-TZVPD basis set) results for the molecule C4H6N2O2.

Summary:
Lowest unoccupied orbital energy = 0.0182 hartree
SMILES = COn1cncc1O
Highest occupied orbital energy = -0.3218 Ha

Each line ends with the Löwdin charge.
Element x y z (Å)
C  -1.881  -0.721  0.800  -0.053
O  -1.469  -0.414  -0.641  -0.182
N  -0.133  -0.417  -0.543  -0.112
C  0.984  -1.352  -0.232  -0.110
N  2.042  -0.661  0.103  0.038
C  1.680  0.675  0.437  -0.099
C  0.358  0.830  0.155  -0.237
O  -0.541  1.960  -0.162  -0.055
H  -3.065  -0.550  0.756  0.104
H  -1.496  -1.915  0.980  0.144
H  -1.466  0.149  1.691  0.168
H  0.802  -2.340  -0.482  0.091
H  2.428  1.547  0.413  0.137
H  -1.338  1.693  -0.815  0.167


## 2
DFT (ωB97M-V with the def2-TZVPD basis set) results for the molecule C4H6N2O2.

Summary:
Lowest unoccupied orbital energy = 0.0110 hartree
SMILES = OC[C@@H]1C=NN=CO1
Highest occupied orbital energy = -0.3611 Ha

Each line ends with the Löwdin charge.
Element x y z (Å)
O  -2.668  -0.483  0.165  -0.050
C  -1.852  0.613  -0.080  -0.238
C  -0.433  0.305  0.274  -0.287
C  0.624  1.296  -0.052  -0.070
N  1.867  0.906  -0.084  0.020
N  2.163  -0.368  0.240  0.026
C  1.262  -1.234  0.025  -0.180
O  0.024  -0.883  -0.486  -0.031
H  -2.178  -1.335  -0.003  0.118
H  -2.296  1.473  0.412  0.134
H  -1.821  0.874  -1.182  0.145
H  -0.308  0.218  1.369  0.168
H  0.490  2.338  -0.302  0.118
H  1.456  -2.284  0.190  0.128


Tell me which of them is the most stable. Sure, it is 2.